# 1
62
Properties=species:S:1:pos:R:3 method="wB97M-V/def2-TZVPD" total_energy_ev=-80101.2614 multiplicity=1 charge=-2 gap_ev=9.04
P -0.07 -1.07 0.64
F -1.01 0.15 1.19
F -1.36 -2.01 0.33
F -0.19 -0.37 -0.84
F 0.95 -2.20 -0.04
F 1.26 -0.10 0.88
F 0.17 -1.47 2.22
P -0.55 3.24 -3.56
F -0.74 1.74 -2.85
F -1.75 2.78 -4.58
F -1.73 3.76 -2.56
F -0.55 4.70 -4.22
F 0.57 3.69 -2.47
F 0.60 2.76 -4.56
C 2.21 2.68 0.77
C 3.09 2.83 1.95
N 3.85 2.86 2.84
H 2.45 1.70 0.35
H 2.40 3.47 0.04
H 1.22 2.73 1.22
C -0.02 -4.72 -0.92
C -0.10 -3.83 -2.09
N -0.15 -3.07 -3.01
H -0.62 -4.33 -0.10
H 1.01 -4.66 -0.58
H -0.35 -5.63 -1.42
C 4.55 -0.72 0.31
C 3.95 -1.72 1.32
N 3.45 -2.42 2.06
H 3.75 -0.62 -0.42
H 5.51 -1.00 -0.12
H 4.66 0.19 0.90
C -3.59 -0.09 -0.70
C -2.80 -0.39 -1.90
N -2.23 -0.67 -2.89
H -4.41 0.62 -0.82
H -2.88 0.32 0.02
H -3.92 -1.06 -0.33
C -1.54 3.26 0.38
C -1.80 4.69 0.29
N -2.05 5.83 0.25
H -0.47 3.04 0.33
H -2.16 2.75 -0.36
H -1.85 2.75 1.30
C -1.23 -4.17 2.70
C 0.12 -4.64 2.94
N 1.27 -4.85 3.13
H -1.85 -5.05 2.53
H -1.28 -3.65 1.75
H -1.64 -3.61 3.55
C 2.41 1.17 -2.58
C 1.44 0.41 -3.41
N 0.67 -0.24 -4.00
H 3.30 1.25 -3.20
H 2.69 0.78 -1.59
H 2.04 2.17 -2.37
C -2.16 -0.29 3.97
C -3.06 0.52 3.16
N -3.75 1.17 2.52
H -1.95 -1.33 3.69
H -2.56 -0.31 4.98
H -1.23 0.27 4.02

# 2
85
Properties=species:S:1:pos:R:3 method="wB97M-V/def2-TZVPD" total_energy_ev=-53416.1254 multiplicity=2 gap_ev="8.32 / 9.86"
C -2.05 -4.95 -4.17
C -0.91 -5.51 -3.34
F -0.10 -6.29 -4.18
C 0.00 -4.50 -2.61
C 0.68 -3.65 -3.69
C 1.73 -2.66 -3.26
O 1.91 -2.30 -2.13
C -0.96 -3.67 -1.73
C -0.54 -3.13 -0.34
C -0.33 -1.61 -0.35
C -1.64 -3.46 0.68
N 0.73 -3.75 0.12
O 1.04 -3.42 1.32
C 1.21 -5.10 -0.31
C 2.68 -5.22 0.11
C 0.37 -6.16 0.42
C 1.07 -5.29 -1.83
H -2.12 -5.51 -5.10
H -1.94 -3.90 -4.42
H -3.01 -5.07 -3.65
H -1.30 -6.20 -2.58
H -0.06 -3.07 -4.26
H 1.17 -4.30 -4.42
H 2.35 -2.26 -4.08
H -1.87 -4.26 -1.57
H -1.29 -2.80 -2.31
H -0.22 -1.21 -1.36
H -1.18 -1.10 0.11
H 0.57 -1.34 0.21
H -1.40 -3.00 1.64
H -2.58 -3.05 0.33
H -1.76 -4.53 0.83
H 2.88 -4.53 0.92
H 2.91 -6.23 0.47
H 3.34 -5.00 -0.72
H 0.82 -7.15 0.27
H 0.33 -5.95 1.49
H -0.65 -6.20 0.03
H 0.88 -6.36 -1.99
H 2.04 -5.11 -2.29
C 0.33 -0.89 3.42
C -0.47 0.15 2.69
O -0.92 1.23 3.55
C -0.01 2.16 3.82
O 1.10 2.23 3.36
O -0.58 3.09 4.59
C 0.27 4.20 4.91
H -0.23 -1.30 4.26
H 0.54 -1.69 2.71
H 1.28 -0.49 3.79
H -1.40 -0.27 2.31
H 0.09 0.58 1.86
H 0.69 4.63 4.01
H 1.08 3.88 5.56
H -0.36 4.92 5.42
C -1.34 0.71 -4.13
C -2.64 0.14 -3.60
O -2.59 -0.03 -2.17
C -2.81 1.08 -1.46
O -3.14 2.15 -1.89
O -2.72 0.76 -0.17
C -3.02 1.83 0.74
H -0.50 0.09 -3.83
H -1.37 0.75 -5.22
H -1.19 1.73 -3.76
H -2.81 -0.87 -3.98
H -3.49 0.77 -3.86
H -4.00 2.25 0.55
H -2.27 2.62 0.66
H -2.98 1.38 1.73
C 1.32 6.56 1.59
C 0.68 7.73 2.29
O 1.64 8.51 3.03
C 2.37 9.35 2.30
O 2.24 9.58 1.13
O 3.19 10.00 3.13
C 4.00 11.00 2.49
H 1.87 5.94 2.30
H 0.55 5.94 1.12
H 2.01 6.89 0.81
H -0.03 7.40 3.04
H 0.16 8.38 1.58
H 3.38 11.70 1.94
H 4.71 10.54 1.80
H 4.53 11.50 3.30

# 3
84
Properties=species:S:1:pos:R:3 method="wB97M-V/def2-TZVPD" total_energy_ev=-118428.9244 multiplicity=1 relative_energy_ev=2.871 smiles="C[Si](C)(C)OCC[C@H]1C(=O)NC[C@@H]1Br.C1CCOC1.C1CCOC1.C1CCOC1.C1CCOC1" gap_ev=9.50
C -1.17 0.08 2.81
Si -1.84 -0.07 1.01
C -3.33 1.13 0.86
C -2.58 -1.85 0.86
O -0.59 0.24 -0.19
C -0.21 -1.03 -0.76
C 1.09 -0.92 -1.73
C 1.02 -2.24 -2.67
C 2.19 -2.49 -3.73
O 2.49 -1.87 -4.78
N 2.98 -3.71 -3.35
C 2.56 -4.06 -1.97
C 1.00 -3.66 -1.92
Br -0.25 -4.75 -3.00
H -1.48 1.10 3.22
H -1.72 -0.72 3.43
H -0.03 -0.07 2.88
H -3.25 1.95 1.65
H -3.47 1.57 -0.18
H -4.27 0.52 1.16
H -2.93 -1.98 -0.23
H -3.40 -2.03 1.62
H -1.73 -2.59 1.03
H -1.05 -1.43 -1.45
H 0.09 -1.81 0.04
H 1.08 0.05 -2.32
H 1.99 -0.96 -1.01
H 0.05 -2.06 -3.24
H 2.62 -4.52 -3.89
H 2.55 -5.15 -1.63
H 3.07 -3.30 -1.29
H 0.75 -3.71 -0.81
C -8.58 2.43 1.16
C -8.49 1.07 1.82
C -7.23 0.51 1.19
O -6.37 1.62 0.90
C -7.12 2.83 1.05
H -9.18 3.15 1.73
H -9.02 2.33 0.16
H -8.34 1.19 2.90
H -9.36 0.45 1.66
H -7.45 0.00 0.24
H -6.71 -0.20 1.85
H -6.77 3.33 1.97
H -6.93 3.49 0.21
C 6.62 -2.25 -6.06
C 5.40 -1.52 -5.54
C 5.65 -1.51 -4.05
O 7.07 -1.48 -3.87
C 7.70 -1.75 -5.12
H 6.84 -2.04 -7.11
H 6.48 -3.33 -5.94
H 5.38 -0.49 -5.92
H 4.45 -1.99 -5.81
H 5.26 -2.42 -3.58
H 5.20 -0.65 -3.55
H 8.14 -0.81 -5.48
H 8.50 -2.48 -4.99
C -1.23 5.36 3.06
C -0.60 5.72 1.73
C -0.96 4.53 0.87
O -2.22 4.03 1.36
C -2.50 4.66 2.61
H -1.42 6.21 3.71
H -0.59 4.65 3.60
H -1.06 6.63 1.34
H 0.48 5.89 1.80
H -0.22 3.72 0.97
H -1.05 4.79 -0.19
H -3.32 5.38 2.45
H -2.84 3.91 3.33
C 3.99 -1.02 4.20
C 4.24 -1.49 2.78
C 2.84 -1.77 2.29
O 1.97 -0.86 2.98
C 2.70 -0.25 4.05
H 4.80 -0.42 4.62
H 3.83 -1.89 4.85
H 4.69 -0.68 2.20
H 4.90 -2.36 2.72
H 2.53 -2.79 2.54
H 2.74 -1.63 1.21
H 2.89 0.79 3.77
H 2.09 -0.26 4.96